Molecular formula: C9H14O
Method: DFT, wB97M-V/def2-TZVPD

Values from the calculation:
max |F|	2.7	eV Å⁻¹
HOMO	-8.30	eV
energy relative to the best compared isomer or geometry (same formula, charge and spin)	16.8	kcal per mole
multiplicity	1
LUMO level	0.897	eV

Structure (XYZ):
```
24
Properties=species:S:1:pos:R:3:forces:R:3:nbo_charge:R:1
O -3.4395 0.7016 1.7343 -0.239 -0.097 -1.545 -0.6902
C -2.2091 0.1023 1.7516 -0.431 1.633 0.413 0.3157
C 1.4780 1.1883 -2.9032 0.880 2.550 0.518 -0.6195
C 0.7461 0.8151 -4.1659 -0.210 -0.893 -0.005 -0.6099
C -0.2384 -0.5290 2.8911 0.515 -0.415 0.558 -0.1729
C -1.6280 -0.0845 0.4889 -0.108 -0.704 2.337 -0.2731
C 0.3622 -0.8752 1.6869 -0.071 0.552 0.363 -0.0704
C -0.3226 -0.5426 0.5340 -0.127 -0.498 -2.087 -0.1738
C -1.5154 -0.0027 2.9618 0.175 -0.447 -1.099 -0.3016
C 1.7069 -1.5349 1.6561 0.166 -0.591 0.100 -0.6195
H -3.9130 0.7245 2.5480 -0.073 -0.214 1.125 0.4801
H -2.2790 -0.0150 -0.3668 0.361 0.294 -0.321 0.2324
H 2.2076 -1.5294 2.6277 -0.093 0.314 -0.049 0.2136
H 0.1215 -0.7006 -0.4535 0.259 -0.166 0.372 0.2058
H 1.6309 -2.6030 1.4110 -0.154 0.184 -0.131 0.2164
H 2.0826 0.4896 -2.3270 -0.597 -0.678 -0.253 0.2101
H 2.3633 -1.0919 0.9166 0.161 0.149 -0.117 0.2169
H 0.3559 -0.6979 3.7880 -0.273 0.103 0.041 0.2054
H 2.1915 2.0310 -2.9975 -0.137 -0.272 -0.577 0.1984
H -1.9571 0.3286 3.8910 -0.061 -0.087 0.019 0.2146
H 0.1727 1.6530 -4.5565 -0.177 0.091 0.273 0.2071
H 0.7230 1.6870 -2.2785 0.159 -0.634 0.401 0.2078
H 1.2949 0.4478 -5.0385 0.334 -0.182 0.470 0.2045
H 0.0651 0.0377 -3.7994 -0.260 0.006 -0.805 0.2021
```
Positions in Å, forces in eV/Å.